(1)
A molecular structure, C25H45DyNP2S. Source: the Open Molecules 2025 dataset; level of theory: ωB97M-V/def2-TZVPD.

Computed properties:
ΔE to the lowest compared entry with this formula, charge and spin (kcal/mol): 0.0
Molar mass (u): 616.157
Multiplicity: 6
Total charge: +1
Frontier orbital gap (spin up / spin down) (eV): 5.55 / 5.68
E_LUMO (spin up / spin down) (eV): -4.41 / -4.32

Last column: Mulliken charge in e.
Geometry (Å):
Dy1 -0.00341 -0.02754 0.04198  -0.511
C1 -2.07231 1.69029 0.86585  0.289
C2 -2.46321 0.76138 -0.15723  0.943
C3 -2.29288 -0.40271 1.82181  1.073
C4 -2.02293 0.97060 2.09321  0.774
C5 -2.54542 -0.54818 0.42715  0.023
C6 -2.03147 3.16768 0.72744  -1.654
H1 -1.75602 3.47625 -0.28738  0.278
H2 -1.29966 3.62650 1.40646  0.318
H3 -3.00906 3.62524 0.94911  0.362
C7 -1.87977 1.55580 3.44299  -1.753
H4 -1.59073 2.60799 3.37027  0.422
H5 -1.12277 1.02374 4.04125  0.221
H6 -2.83189 1.50150 3.98868  0.341
C8 -2.53124 -1.46036 2.83782  -1.778
H7 -3.61074 -1.59286 3.01731  0.334
H8 -2.05901 -1.19496 3.79609  0.391
H9 -2.12674 -2.42997 2.51915  0.236
C9 -2.94574 -1.78940 -0.27545  -1.105
H10 -4.03646 -1.85690 -0.36607  0.329
H11 -2.59679 -2.67696 0.26392  0.282
H12 -2.52727 -1.83961 -1.29029  0.076
C10 -2.94375 1.16326 -1.49511  -1.016
H13 -3.97125 1.55856 -1.46294  0.381
H14 -2.93991 0.31626 -2.19306  0.408
H15 -2.31113 1.94644 -1.94644  0.117
C11 1.45614 0.33757 -1.74067  0.569
C12 0.38255 1.19457 -1.95873  0.395
C13 -0.13289 1.45121 -3.36851  -1.211
C14 -1.01097 0.37436 -4.01116  -1.738
C15 -1.11033 -0.90973 -3.23158  -0.226
C16 -0.04612 -1.71012 -3.01504  -0.168
C17 1.29945 -1.43653 -3.62154  -1.681
C18 2.13333 -0.38058 -2.88165  -1.085
H16 0.72226 1.63064 -4.04540  0.416
H17 -0.63360 0.18059 -5.03138  0.613
H18 -0.69674 2.40105 -3.36816  0.581
H19 2.46156 0.37169 -3.62724  0.483
H20 2.12125 0.47973 -0.86042  -0.227
H21 0.21584 2.06063 -1.28133  0.545
H22 3.05714 -0.85229 -2.50788  0.511
H23 1.86761 -2.37968 -3.66510  0.460
H24 -0.17972 -2.72204 -2.63359  0.508
H25 1.20945 -1.12543 -4.67771  0.408
H26 -2.02695 0.76904 -4.16153  0.282
H27 -2.12424 -1.29758 -3.12785  1.169
P1 1.83983 2.29200 1.24006  1.177
C19 1.52178 3.07229 2.87869  -1.125
H28 2.32136 3.79598 3.11306  0.490
H29 1.48583 2.30657 3.66569  0.277
H30 0.55362 3.59406 2.86069  0.245
C20 3.51115 1.57344 1.57633  -1.243
H31 4.17388 2.33071 2.02482  0.460
H32 3.94905 1.21430 0.63295  0.334
H33 3.41077 0.72145 2.26034  0.238
C21 2.32900 3.77182 0.27331  -1.572
H34 2.72887 3.44811 -0.70115  0.319
H35 3.08710 4.36707 0.79721  0.479
H36 1.44464 4.39247 0.08286  0.368
P2 0.93631 -2.78748 0.40912  1.352
C22 -0.08121 -4.15960 -0.26128  -1.372
H37 0.55141 -5.02508 -0.50182  0.498
H38 -0.61675 -3.83617 -1.15323  0.239
H39 -0.83497 -4.44665 0.49686  0.391
C23 2.52372 -3.00443 -0.49292  -1.183
H40 2.37501 -2.81982 -1.57233  0.120
H41 2.89867 -4.02755 -0.33902  0.546
H42 3.26239 -2.28466 -0.12451  0.241
C24 1.41339 -3.54526 2.02281  -1.279
H43 1.83865 -4.55065 1.89053  0.475
H44 0.52542 -3.59043 2.67212  0.328
H45 2.15199 -2.88959 2.52539  0.343
S1 1.35324 -0.76849 4.87842  -0.295
C25 1.05802 -0.47495 3.34683  0.032
N1 0.84444 -0.27861 2.17813  -0.268


(2)
2 unconnected molecules or ions with the total composition C25H45IN4O12PS3. Source: the Open Molecules 2025 dataset; level of theory: ωB97M-V/def2-TZVPD.

Computed properties:
Molar mass (u): 847.730
Total charge: +1
Frontier orbital gap (eV): 7.39
E_LUMO (eV): -4.06

Last column: Mulliken charge in e.
Geometry (Å):
C1 2.26599 0.34519 4.20753  -0.896
C2 3.15860 0.73119 3.30869  -0.223
N1 3.10247 0.51667 1.83797  0.975
C3 3.12184 -0.99410 1.40552  0.735
N2 3.65809 -1.73915 2.50338  -0.536
C4 4.84457 -2.05079 2.55893  0.468
O1 5.93802 -2.42664 2.63756  -0.423
O2 4.09839 -1.14215 0.40597  -0.519
N3 3.80837 -0.45371 -0.87308  0.435
O3 4.48703 -0.87096 -1.69027  -0.437
C5 1.72962 -1.55635 1.05057  1.251
C6 0.85012 -1.75403 2.29891  0.073
C7 -0.28989 -2.78471 2.24894  -1.472
C8 -1.66867 -2.23643 1.86536  -0.409
C9 -2.18485 -1.15162 2.82235  -0.453
N4 -3.64559 -1.11311 2.98241  -0.693
C10 1.89962 -2.84394 0.23499  -1.470
C11 2.40946 -4.08739 0.98729  -1.504
C12 3.72447 -4.62371 0.41107  -0.481
C13 4.06110 -6.04207 0.89239  -0.612
O4 5.22600 -6.10396 1.70108  -0.524
O5 1.08344 -0.67381 0.10786  0.095
C14 1.07506 0.73326 0.10157  -1.855
I1 1.34833 1.21375 -2.06605  0.041
C15 -0.37391 1.18367 0.34270  -0.185
C16 -1.40631 0.39680 -0.49000  -1.249
C17 -2.24336 1.30725 -1.40069  -1.323
S1 -3.66228 1.95973 -0.51865  1.282
O6 -3.93901 1.13057 0.61904  -0.603
O7 -3.48977 3.36085 -0.29676  -0.625
O8 -4.86257 1.76899 -1.55556  -0.440
C18 2.14985 1.48930 1.02405  1.908
C19 3.10827 2.40886 0.24005  -1.866
C20 4.09931 3.23159 1.09077  -1.527
O9 3.84389 4.61718 0.92994  -0.192
C21 4.67853 5.41217 1.63480  0.050
O10 5.12358 5.12146 2.69658  -0.449
P1 1.26872 2.74633 2.20162  -0.097
S2 0.56664 4.31754 1.34486  -0.277
H1 2.59152 0.13506 5.21935  0.437
H2 1.20575 0.26170 4.02529  0.080
H3 4.01331 1.31934 3.61982  0.550
H4 4.03238 0.79156 1.51669  0.985
H5 0.39746 -0.78483 2.52522  -0.777
H6 1.47237 -1.98350 3.16032  1.053
H7 -0.40438 -3.17164 3.26570  0.410
H8 -0.07816 -3.65796 1.63651  0.255
H9 -1.68283 -1.94412 0.81487  0.165
H10 -2.36047 -3.08003 1.94695  0.588
H11 -1.92587 -0.14278 2.49704  -0.086
H12 -1.78564 -1.38352 3.81380  0.519
H13 -4.06905 -1.03340 2.06144  0.244
H14 -3.95546 -2.01755 3.32676  0.301
H15 0.88414 -3.04977 -0.10687  0.706
H16 2.46924 -2.65401 -0.67183  0.521
H17 2.49547 -3.91872 2.05987  0.334
H18 1.68184 -4.88900 0.84796  0.724
H19 4.56338 -3.94664 0.59252  0.207
H20 3.59147 -4.65510 -0.67480  0.314
H21 4.18049 -6.70526 0.02997  0.298
H22 3.23309 -6.44389 1.47671  0.370
H23 5.93769 -5.66620 1.22537  0.331
H24 -0.44838 2.21726 0.01723  0.842
H25 -0.63446 1.06282 1.39282  -0.249
H26 -2.12268 -0.09481 0.16024  0.219
H27 -0.95746 -0.36012 -1.12750  0.505
H28 -1.69382 2.16751 -1.78044  0.306
H29 -2.58457 0.75168 -2.27612  0.857
H30 -4.51327 1.42247 -2.38723  0.413
H31 2.52912 3.13252 -0.32913  0.951
H32 3.68718 1.82951 -0.47292  0.710
H33 5.10400 3.03770 0.70250  0.560
H34 4.14181 2.93835 2.14266  0.555
H35 4.89703 6.34958 1.11823  0.394
H36 2.23955 3.08153 3.14743  0.243
H37 0.32779 1.99956 2.91805  0.138
C22 -7.28808 2.61671 -5.14836  -0.783
C23 -7.50195 1.80239 -6.43354  -0.658
C24 -6.14380 1.69276 -7.14381  -0.651
S3 -4.89916 1.78601 -5.84966  1.242
O11 -4.12152 2.98584 -6.02024  -0.657
O12 -4.24564 0.50857 -5.68467  -0.692
C25 -6.04026 2.03220 -4.49733  -0.553
H38 -8.14725 2.56355 -4.48269  0.364
H39 -7.11855 3.66605 -5.39633  0.334
H40 -7.86360 0.80531 -6.17643  0.285
H41 -8.24405 2.26204 -7.08322  0.353
H42 -6.02197 0.75143 -7.67310  0.351
H43 -5.96707 2.52428 -7.82278  0.352
H44 -5.57798 2.69088 -3.76585  0.400
H45 -6.24184 1.05298 -4.06017  0.364


(3)
A molecular structure, C25H45MnN2O3. Source: the Open Molecules 2025 dataset; level of theory: ωB97M-V/def2-TZVPD.

Computed properties:
Molar mass (u): 476.584
Multiplicity: 2
Total charge: +1
Frontier orbital gap (spin up / spin down) (eV): 8.60 / 8.30
E_LUMO (spin up / spin down) (eV): -2.25 / -2.26

Last column: Mulliken charge in e.
Geometry (Å):
Mn1 -0.07602 -0.29750 -0.08989  1.062
C1 -3.92683 2.80595 1.72059  -0.993
N1 -3.24550 2.26730 0.55268  0.129
C2 -3.41580 3.02270 -0.68704  -0.971
C3 -2.38361 1.25940 0.60986  1.084
O1 -1.73191 0.87534 -0.37864  -0.595
C4 -2.17856 0.52660 1.93571  -1.720
O2 -1.33018 -0.59086 1.71239  0.023
C5 -1.95742 -1.86452 1.74437  -1.822
C6 -1.81211 -2.53193 0.38642  1.042
O3 -1.19058 -1.93503 -0.50600  -0.827
N2 -2.34587 -3.73407 0.19667  0.185
C7 -3.03739 -4.49894 1.22409  -1.026
C8 -2.17973 -4.41555 -1.08388  -0.983
H1 -4.92443 3.12667 1.42661  0.329
H2 -4.03297 2.06201 2.50582  0.379
H3 -3.38716 3.66801 2.11769  0.314
H4 -4.47000 3.02925 -0.96339  0.390
H5 -3.08046 4.05053 -0.54131  0.368
H6 -2.83337 2.56102 -1.47618  0.199
H7 -1.68591 1.18853 2.65009  0.569
H8 -3.12478 0.20776 2.37292  0.562
H9 -1.47154 -2.46741 2.51308  0.595
H10 -3.01427 -1.76771 1.99755  0.623
H11 -3.15714 -3.93131 2.14063  0.376
H12 -4.02569 -4.78452 0.86387  0.336
H13 -2.47516 -5.40580 1.45128  0.340
H14 -1.76603 -3.72694 -1.81172  0.238
H15 -1.50816 -5.26718 -0.96662  0.347
H16 -3.15058 -4.77342 -1.42477  0.366
C9 1.76423 0.19009 0.93513  -0.842
C10 1.48022 1.22721 0.00448  0.991
C11 1.41833 0.59725 -1.30693  -0.429
C12 1.68066 -0.78824 -1.10224  -0.009
C13 1.88794 -1.05897 0.27954  0.364
C14 2.33578 -2.36484 0.90281  1.783
C15 1.81030 -3.56429 0.11103  -1.528
C16 1.85003 -2.47006 2.34957  -1.654
C17 3.86971 -2.39280 0.88934  -1.782
C18 1.21984 1.14205 -2.72990  1.839
C19 -0.21548 1.62134 -2.98473  -1.495
C20 2.22860 2.25618 -3.03739  -1.691
C21 1.48253 0.03131 -3.75846  -2.216
C22 1.45721 2.68347 0.47847  2.056
C23 1.05819 2.76001 1.95979  -2.155
C24 2.88780 3.23904 0.36978  -1.672
C25 0.49143 3.60255 -0.27134  -1.539
H17 1.81462 0.32140 2.00330  0.298
H18 1.71219 -1.52654 -1.88447  0.518
H19 0.71837 -3.58614 0.10790  0.153
H20 2.17279 -4.49236 0.55698  0.475
H21 2.14942 -3.54357 -0.92545  0.328
H22 0.76216 -2.40028 2.39935  0.171
H23 2.26571 -1.67941 2.97556  0.327
H24 2.15285 -3.42515 2.78285  0.477
H25 4.24774 -2.33067 -0.13221  0.336
H26 4.24161 -3.31718 1.33688  0.482
H27 4.27751 -1.55088 1.45112  0.333
H28 -0.54625 2.37068 -2.27186  -0.104
H29 -0.90781 0.77945 -2.92229  0.263
H30 -0.28637 2.04602 -3.98873  0.673
H31 2.05816 3.15967 -2.45822  0.217
H32 2.16274 2.52792 -4.09264  0.496
H33 3.24695 1.91536 -2.84062  0.355
H34 0.78251 -0.79913 -3.64856  0.367
H35 2.50114 -0.35344 -3.68905  0.400
H36 1.34766 0.44110 -4.76026  0.453
H37 1.78475 2.28355 2.61625  0.379
H38 0.08272 2.29676 2.13127  0.344
H39 0.99252 3.80651 2.26037  0.483
H40 3.57338 2.63917 0.97047  0.328
H41 2.92170 4.26705 0.73785  0.494
H42 3.25174 3.23277 -0.65468  0.237
H43 -0.53288 3.22988 -0.20858  0.036
H44 0.74377 3.72401 -1.31970  0.150
H45 0.52044 4.59381 0.18532  0.586


Maximum force across the listed records, respectively: 6.6 1.4 0.4 eV/Å.